{"formula": "C27H33N2OS", "method": "wB97M-V/def2-TZVPD", "spin_multiplicity": 1, "charge": 1, "species": ["C", "O", "C", "C", "C", "C", "C", "C", "C", "C", "N", "C", "C", "C", "C", "C", "S", "H", "H", "H", "H", "H", "H", "H", "H", "H", "H", "H", "H", "H", "H", "H", "H", "H", "C", "C", "C", "N", "C", "C", "C", "C", "C", "C", "C", "C", "C", "C", "H", "H", "H", "H", "H", "H", "H", "H", "H", "H", "H", "H", "H", "H", "H", "H"], "coordinates": [[0.078185, 5.968943, 0.442080], [0.201545, 5.205624, 1.668553], [0.210114, 3.838775, 1.588777], [-1.088390, 3.189368, 1.518023], [-1.425052, 2.455938, 0.365354], [-2.647891, 1.787713, 0.321788], [-3.550599, 1.913219, 1.383889], [-3.244631, 2.726058, 2.481515], [-2.029925, 3.398325, 2.543452], [1.479003, 3.262453, 1.568772], [1.798653, 1.927390, 1.617503], [0.800362, 0.874664, 1.734123], [3.146422, 1.661457, 1.522181], [3.622696, 0.248578, 1.458484], [3.905467, 2.794945, 1.541226], [5.387362, 2.872989, 1.589603], [2.945822, 4.223995, 1.537856], [0.040826, 7.006702, 0.780279], [0.952546, 5.798703, -0.199666], [-0.840075, 5.696659, -0.095087], [-0.704819, 2.430870, -0.458873], [-2.885123, 1.176808, -0.550983], [-4.504508, 1.381916, 1.349077], [-3.960729, 2.841894, 3.295985], [-1.768661, 4.063585, 3.368901], [1.267124, -0.019993, 2.156134], [-0.002415, 1.181247, 2.410586], [0.381507, 0.613646, 0.751476], [4.706563, 0.243889, 1.292325], [3.431680, -0.309248, 2.392020], [3.164178, -0.316732, 0.627501], [5.820217, 1.872305, 1.582522], [5.787725, 3.432368, 0.735633], [5.719833, 3.383555, 2.502388], [-2.383039, -6.105565, 0.422469], [-3.822623, -5.593930, 0.588136], [-3.735651, -4.065133, 0.530231], [-2.458180, -3.792762, -0.129316], [-2.136915, -2.606684, -0.618125], [-0.903777, -2.353320, -1.250269], [-0.768079, -1.359647, -2.200039], [0.424489, -1.128698, -2.969571], [0.372999, -0.390408, -4.184765], [1.511009, -0.209284, -4.962436], [2.743376, -0.740130, -4.545534], [2.820288, -1.461370, -3.346121], [1.682091, -1.657558, -2.565321], [-1.604276, -4.971897, -0.261059], [-1.931421, -6.300766, 1.400484], [-2.335806, -7.025090, -0.164746], [-4.439502, -5.941896, -0.248140], [-4.292160, -5.926068, 1.515845], [-4.568571, -3.612995, -0.025351], [-3.737773, -3.629814, 1.545257], [-2.897133, -1.815312, -0.574111], [-0.061118, -3.008572, -1.008677], [-1.652885, -0.765575, -2.449151], [-0.591570, 0.011968, -4.506203], [1.446403, 0.341343, -5.902456], [3.637410, -0.592459, -5.153916], [3.776270, -1.875695, -3.016646], [1.749058, -2.218674, -1.630086], [-0.621383, -4.806931, 0.206812], [-1.416546, -5.225664, -1.320583]], "atomic_forces_ev_per_a": [[0.0052, -0.6334, 0.5865], [0.0538, 1.2370, 0.1699], [2.6182, -0.5300, -0.5259], [-0.4768, 0.1214, -0.4777], [-0.2398, -0.0213, 0.6039], [0.0193, 0.0666, 0.1231], [0.0970, -0.1949, -0.1425], [-0.0848, 0.1476, -0.0003], [0.0996, -0.4180, -0.4950], [-2.3885, 0.8839, 0.0036], [-0.9498, -0.7509, -0.0384], [0.3363, -0.0737, 0.0491], [1.2803, 0.9693, 0.2184], [0.3857, -0.3042, 0.0615], [-0.0319, -1.9533, -0.2147], [0.2634, 0.2673, -0.0824], [-0.5974, 0.5429, 0.1839], [-0.0202, -0.1396, -0.2667], [-0.1633, 0.0569, 0.0838], [0.1372, 0.0924, 0.1012], [-0.3219, -0.1056, 0.2902], [-0.1415, 0.1800, 0.1769], [0.2686, 0.2019, 0.0240], [0.1180, -0.0586, -0.2653], [-0.1136, -0.3054, -0.1960], [-0.0372, 0.2112, -0.0694], [0.1443, -0.0136, -0.2146], [-0.1063, 0.0542, 0.2314], [-0.3360, -0.0792, 0.0554], [0.0382, 0.2109, -0.3090], [0.0666, 0.2811, 0.2754], [0.0632, 0.1581, 0.0090], [0.0208, -0.0870, 0.1225], [-0.0087, -0.1021, -0.1475], [0.2058, 0.0892, 0.4933], [-0.2684, -0.0050, -0.4901], [-0.5474, -0.0720, 0.7242], [0.4422, 1.8603, -0.6999], [-0.7397, -1.0335, 0.1844], [0.7674, 0.6485, -0.6000], [-0.4440, -0.8271, 0.7987], [1.2163, 0.2025, -0.6837], [-0.1736, -0.2746, 0.5847], [0.2565, -0.1418, 0.1043], [-0.5127, 0.0145, 0.1497], [-0.1772, 0.0012, 0.1388], [-0.3044, 0.1888, -0.3448], [0.4557, -0.8091, -0.1512], [-0.1283, -0.0687, -0.1559], [-0.0071, 0.1458, 0.1563], [0.0791, -0.0049, 0.2018], [0.0992, -0.0042, -0.1719], [0.3382, -0.0834, 0.0799], [0.1583, -0.0991, -0.4135], [0.1809, -0.4067, 0.0479], [-0.3964, 0.1923, -0.2851], [0.2394, -0.0791, 0.0734], [0.3434, -0.0659, 0.0447], [0.0107, -0.1545, 0.3257], [-0.2950, -0.0472, 0.1950], [-0.3333, 0.1686, -0.1233], [0.1149, 0.2224, -0.3250], [-0.3744, 0.0405, -0.0889], [-0.2045, 0.4900, 0.3057]], "nbo_charge": [-0.247, -0.539, 0.107, -0.083, -0.230, -0.221, -0.236, -0.224, -0.137, 0.027, -0.407, -0.399, 0.155, -0.644, -0.239, -0.631, 0.384, 0.202, 0.176, 0.174, 0.218, 0.189, 0.211, 0.221, 0.226, 0.207, 0.229, 0.187, 0.235, 0.220, 0.210, 0.217, 0.220, 0.227, -0.414, -0.415, -0.228, -0.282, 0.243, -0.356, -0.009, -0.077, -0.151, -0.216, -0.140, -0.215, -0.164, -0.241, 0.225, 0.241, 0.223, 0.244, 0.230, 0.225, 0.229, 0.230, 0.222, 0.222, 0.237, 0.236, 0.234, 0.209, 0.226, 0.230]}

---

{"formula": "CH7N5O", "method": "wB97M-V/def2-TZVPD", "spin_multiplicity": 1, "charge": 0, "smiles": "NNC(=NO)NN", "species": ["C", "H", "H", "H", "H", "H", "H", "H", "N", "N", "N", "N", "N", "O"], "coordinates": [[0.073109, -0.230558, -0.226330], [3.133824, 0.567195, -0.388554], [1.873765, 0.552759, 1.060266], [1.271486, -1.806873, -0.052179], [-1.158564, -2.055633, -0.564986], [-2.259688, -0.246266, 1.136704], [-2.459109, 0.341553, -0.259239], [-0.526283, 2.568741, 0.248259], [2.461313, -0.022684, 0.246947], [1.381866, -0.863606, -0.521685], [-1.047218, -0.999282, -0.244563], [-2.272264, -0.544938, 0.140624], [0.264535, 0.998658, -0.173417], [-0.736769, 1.740936, -0.401849]], "atomic_forces_ev_per_a": [[2.9722, -2.6072, -1.7445], [-2.7267, -1.3755, 1.3674], [2.4296, -1.5292, -3.4209], [1.1986, 1.2824, -0.3774], [1.3026, 3.3823, 0.7162], [0.1593, -0.8459, -0.4326], [-0.2564, 0.8383, -1.2326], [-1.2801, -2.4540, -2.6882], [-1.2161, -0.3290, 0.9836], [-0.3132, 0.3611, 2.7853], [0.0994, -3.8384, -1.4053], [-1.4661, 0.8714, 2.3167], [3.7617, -1.1272, 0.9172], [-4.6649, 7.3709, 2.2149]], "nbo_charge": [0.451, 0.383, 0.377, 0.336, 0.408, 0.325, 0.357, 0.465, -0.718, -0.439, -0.488, -0.625, -0.287, -0.545]}

---

{"formula": "CH23CuO14", "method": "wB97M-V/def2-TZVPD", "spin_multiplicity": 1, "charge": 0, "species": ["Cu", "C", "O", "O", "O", "H", "O", "H", "H", "O", "H", "H", "O", "H", "H", "O", "H", "H", "O", "H", "H", "O", "H", "H", "O", "H", "H", "O", "H", "H", "O", "H", "H", "O", "H", "H", "O", "H", "H"], "coordinates": [[-2.105421, -0.322550, -0.350675], [-0.128320, 0.418833, 0.496429], [-0.789055, -0.326871, 1.174230], [1.125175, 0.654000, 0.900577], [-0.553323, 0.913799, -0.616261], [1.576542, 1.411387, 0.507770], [0.249591, -2.161469, 2.820353], [0.410826, -1.502142, 3.545404], [-0.425317, -1.654398, 2.345822], [-2.725687, 0.101689, 3.053497], [-3.056251, 0.954063, 3.227551], [-2.204036, 0.403725, 2.304186], [-2.783852, -2.160394, 0.002827], [-3.744369, -2.177379, -0.135136], [-2.705391, -2.254714, 0.956834], [1.017609, 1.994903, -2.341531], [0.930317, 2.813663, -1.928588], [0.706490, 1.362316, -1.671659], [3.849803, -0.553622, -0.219124], [3.255768, -0.486936, -0.911635], [3.244575, -0.131266, 0.392627], [-0.556832, 0.149556, -4.141530], [-0.124569, 0.438081, -3.371444], [0.130797, 0.060169, -4.822539], [2.904115, -1.360035, 2.721891], [2.640666, -1.668595, 3.611455], [2.159850, -1.694332, 2.245286], [0.442243, -2.779281, -0.219503], [0.216583, -1.954019, 0.279598], [1.191873, -3.170399, 0.188955], [-2.560840, -0.441662, -2.246114], [-2.952567, -1.313469, -2.386984], [-2.053616, -0.259904, -3.051417], [-1.828062, 3.021375, -1.366073], [-2.672424, 2.971378, -1.063664], [-1.275254, 2.308059, -1.011306], [2.911189, 2.655219, -0.009840], [3.570744, 2.273808, 0.590770], [2.710433, 3.467415, 0.498962]], "atomic_forces_ev_per_a": [[-1.4819, 0.0562, -0.5723], [2.7520, 2.6910, -2.4731], [-1.2400, -1.6750, 2.3562], [-0.2947, -0.4387, 0.6972], [1.5495, -0.2661, 1.7630], [0.0563, 0.5818, -0.7659], [-0.0842, 0.9807, 1.3380], [-0.0635, -1.0464, -0.7280], [0.1108, -0.1767, -0.2414], [0.5312, -0.6606, -0.7083], [-1.4253, 1.5695, 1.3459], [0.7292, -0.9743, -0.4557], [-1.2008, -0.8172, 0.2515], [0.1776, -0.1751, -0.0040], [0.2063, -0.2575, 0.3107], [0.6889, -2.4216, -1.3198], [-0.2589, 2.2186, 0.8729], [-0.0501, 0.4084, -0.1944], [0.9787, 0.2603, 1.9501], [-1.3395, -0.2629, -3.2776], [0.3537, -0.1265, 1.3549], [-0.8393, -0.9648, -1.9026], [1.2118, 1.0636, 1.4889], [-0.4480, 0.0782, 0.4533], [0.5545, 0.0386, 1.4508], [0.6668, 0.3214, -0.4532], [-0.8968, -0.2828, -0.9208], [-1.5088, 1.5949, -0.3598], [0.5455, -1.3920, -0.4422], [1.0009, -0.3261, 0.7526], [-1.0062, -0.5617, -1.1361], [0.1427, 0.1539, -0.2166], [0.3210, 0.2044, -0.2372], [3.7241, 1.0351, -1.6412], [-3.5935, -0.4627, 1.4569], [-0.5779, 0.0784, -0.0105], [-0.0898, 0.5216, 1.3289], [0.2308, -0.3035, -0.4602], [-0.1334, -0.2645, -0.6508]], "nbo_charge": [0.855, 0.992, -0.808, -0.722, -0.861, 0.521, -0.967, 0.468, 0.491, -0.936, 0.460, 0.471, -0.957, 0.490, 0.507, -0.969, 0.468, 0.475, -0.914, 0.456, 0.459, -0.972, 0.491, 0.492, -0.944, 0.457, 0.480, -0.950, 0.467, 0.477, -0.997, 0.486, 0.532, -0.972, 0.455, 0.488, -0.934, 0.485, 0.477]}

---

| no. | HOMO (Ha) | lowest unoccupied orbital energy (eV) |
| --- | --- | --- |
| 1 | -0.29418 | -4.68 |
| 2 | -0.30090 | 0.61 |
| 3 | -0.29593 | -0.33 |